*P*
2 unconnected molecules or ions with the total composition C9H14, computed with wB97M-V/def2-TZVPD.

Summary:
Kohn-Sham gap: 10.12 eV
SMILES: Cc1ccccc1.CC
E_HOMO: -9.080 eV

```
! wB97M-V def2-TZVPD RIJCOSX def2/J DEFGRID3
* xyz 0 1
C -2.67632 0.34504 1.60533
C -1.26308 -0.16534 1.43790
C -0.88344 -0.85595 0.29493
C 0.38064 -1.43232 0.24378
C 1.25929 -1.31478 1.30140
C 0.90078 -0.60794 2.43425
C -0.36145 -0.04014 2.48951
H -2.70396 1.42358 1.47824
H -3.09930 0.05191 2.56134
H -3.36074 -0.11194 0.88083
H -1.52179 -0.90853 -0.57511
H 0.63764 -2.06010 -0.60291
H 2.23711 -1.75715 1.18013
H 1.61947 -0.36357 3.20247
H -0.64062 0.57986 3.33034
C 1.82229 1.19168 -2.33244
C 0.55833 0.61649 -2.98476
H 2.01913 0.68018 -1.39437
H 2.65951 1.08660 -3.01542
H 1.71541 2.24129 -2.04428
H 0.42765 -0.41817 -2.67864
H -0.34844 1.17180 -2.73628
H 0.62186 0.64752 -4.07624
*
```

***

*Q*
2 unconnected molecules or ions with the total composition C9H14, computed with wB97M-V/def2-TZVPD.

Summary:
Kohn-Sham gap: 9.90 eV
SMILES: Cc1ccccc1.CC
E_HOMO: -8.914 eV

```
! wB97M-V def2-TZVPD RIJCOSX def2/J DEFGRID3
* xyz 0 1
C -2.64187 -0.48396 0.55295
C -1.63380 -0.30305 -0.46327
C -1.27129 0.99811 -0.82960
C -0.16007 1.14162 -1.65621
C 0.62367 0.08492 -2.01170
C 0.16075 -1.18946 -1.84793
C -1.00973 -1.41349 -1.08465
H -2.80835 -1.54252 0.71261
H -3.55000 -0.03358 0.27088
H -2.14820 0.03223 1.39186
H -1.77928 1.95466 -0.62396
H 0.36254 2.14820 -1.77490
H 1.55812 0.28166 -2.32876
H 0.63233 -2.11517 -2.18721
H -1.41865 -2.27377 -0.75321
C 1.46730 0.93099 1.35565
C 2.39196 -0.26109 1.84428
H 0.46760 0.44900 1.42505
H 1.38312 1.77644 2.04819
H 1.72727 1.13630 0.35874
H 2.75065 -0.64757 0.93735
H 3.21097 0.27919 2.21784
H 1.68497 -0.94968 2.44600
*
```

***

*R*
2 unconnected molecules or ions with the total composition C9H14, computed with wB97M-V/def2-TZVPD.

Summary:
Kohn-Sham gap: 10.09 eV
SMILES: Cc1ccccc1.CC
E_HOMO: -8.993 eV

```
! wB97M-V def2-TZVPD RIJCOSX def2/J DEFGRID3
* xyz 0 1
C -0.36296 -1.69485 1.72802
C -0.87299 -1.11527 0.44166
C -0.72824 -1.83799 -0.74376
C -1.13087 -1.25382 -1.93480
C -1.60204 0.04960 -1.94544
C -1.80309 0.77415 -0.77989
C -1.30907 0.21472 0.40827
H 0.71402 -1.85772 1.64800
H -0.93937 -2.59559 1.94352
H -0.45329 -0.98691 2.55511
H -0.26829 -2.81831 -0.76048
H -1.21310 -1.82853 -2.84995
H -1.78451 0.44618 -2.93631
H -2.16200 1.79095 -0.82740
H -1.35832 0.79381 1.32084
C 2.04993 0.79063 0.09684
C 1.78766 2.20398 0.57298
H 2.46107 0.16413 0.90093
H 1.14014 0.28846 -0.21679
H 2.73945 0.65359 -0.73744
H 1.03816 2.31027 1.36302
H 2.64849 2.70261 1.00734
H 1.40921 2.80590 -0.25425
*
```

***

*S*
2 unconnected molecules or ions with the total composition C9H14, computed with wB97M-V/def2-TZVPD.

Summary:
Kohn-Sham gap: 9.99 eV
SMILES: Cc1ccccc1.CC
E_HOMO: -9.012 eV

```
! wB97M-V def2-TZVPD RIJCOSX def2/J DEFGRID3
* xyz 0 1
C 0.17769 -0.41943 1.55499
C 0.74739 0.77326 0.83612
C 1.96986 0.67737 0.17451
C 2.59121 1.79922 -0.34622
C 2.04784 3.05700 -0.12622
C 0.81124 3.17492 0.49067
C 0.16909 2.03602 0.94152
H 0.04489 -0.13955 2.59591
H 0.84503 -1.28192 1.47061
H -0.80426 -0.75150 1.19579
H 2.45007 -0.29921 0.10428
H 3.51738 1.75141 -0.90242
H 2.63649 3.91905 -0.42001
H 0.42891 4.17705 0.62738
H -0.80684 2.06977 1.41541
C -2.67556 -2.32042 -1.66688
C -1.53322 -2.78095 -0.76811
H -3.62564 -2.69113 -1.28867
H -2.64511 -1.24106 -1.81477
H -2.61356 -2.75108 -2.66380
H -0.60386 -2.21284 -0.77466
H -1.26910 -3.83628 -0.90963
H -1.85992 -2.70969 0.27421
*
```

***

Least stable: *Q*

***

*P*
2 unconnected molecules or ions with the total composition C9H14, computed with wB97M-V/def2-TZVPD.

Summary:
Kohn-Sham gap: 9.98 eV
SMILES: Cc1ccccc1.CC
E_HOMO: -8.963 eV

```
! wB97M-V def2-TZVPD RIJCOSX def2/J DEFGRID3
* xyz 0 1
C -3.92255 0.29682 -1.22537
C -2.40742 0.24501 -1.15015
C -1.58941 0.65473 -2.18456
C -0.23544 0.88691 -1.95359
C 0.42444 0.43929 -0.80742
C -0.41792 -0.04964 0.19745
C -1.77457 -0.19953 0.02518
H -4.26783 1.32290 -1.30460
H -4.29442 -0.36864 -0.45620
H -4.19206 -0.20396 -2.15460
H -1.90985 0.77644 -3.21484
H 0.37214 1.30787 -2.75048
H 1.48026 0.51659 -0.63726
H 0.00966 -0.57420 1.04762
H -2.41148 -0.66175 0.77129
C 2.69029 -0.01587 1.70018
C 3.59835 -1.09716 2.32455
H 2.29651 -0.40691 0.76561
H 1.82205 0.12218 2.34797
H 3.13734 0.92745 1.39647
H 3.73368 -0.94301 3.39151
H 4.60354 -0.92691 1.91406
H 3.25471 -2.04859 1.95718
*
```

***

*Q*
2 unconnected molecules or ions with the total composition C9H14, computed with wB97M-V/def2-TZVPD.

Summary:
Kohn-Sham gap: 10.03 eV
SMILES: Cc1ccccc1.CC
E_HOMO: -9.060 eV

```
! wB97M-V def2-TZVPD RIJCOSX def2/J DEFGRID3
* xyz 0 1
C 0.31876 1.62008 -0.60771
C 1.27729 0.37408 -0.64153
C 2.41301 0.41136 -1.44867
C 3.30956 -0.68197 -1.51892
C 2.91420 -1.88493 -1.05959
C 1.76519 -1.96180 -0.25585
C 1.00449 -0.83178 -0.00482
H 0.80553 2.49107 0.03168
H -0.66497 1.44113 -0.26757
H 0.21649 1.98746 -1.57285
H 2.82886 1.33873 -2.02664
H 4.31411 -0.55828 -1.95959
H 3.61119 -2.78244 -0.93521
H 1.20041 -2.99837 0.04401
H 0.16511 -0.80952 0.59063
C -2.91261 -0.32190 1.72558
C -3.49252 1.06145 1.19139
H -2.06657 -0.04263 2.50019
H -3.77220 -0.96099 1.96561
H -2.49571 -0.89941 0.85979
H -4.07222 1.40068 2.07594
H -4.09232 0.97226 0.38566
H -2.57507 1.63575 0.92849
*
```

***

*R*
2 unconnected molecules or ions with the total composition C9H14, computed with wB97M-V/def2-TZVPD.

Summary:
Kohn-Sham gap: 10.06 eV
SMILES: Cc1ccccc1.CC
E_HOMO: -9.068 eV

```
! wB97M-V def2-TZVPD RIJCOSX def2/J DEFGRID3
* xyz 0 1
C -2.10910 -1.77856 -0.49283
C -1.76587 -0.37370 -0.94469
C -0.48097 -0.05723 -1.36719
C -0.20421 1.21794 -1.86535
C -1.17892 2.19261 -1.89993
C -2.47634 1.87236 -1.51942
C -2.74506 0.61852 -1.01414
H -1.94763 -1.91317 0.57275
H -1.47150 -2.47762 -1.03610
H -3.12629 -2.02671 -0.78403
H 0.33941 -0.75521 -1.25894
H 0.79059 1.34488 -2.27933
H -1.00946 3.17221 -2.33456
H -3.23765 2.63995 -1.60260
H -3.71485 0.36468 -0.60844
C 2.52561 -0.30276 1.78515
C 3.57027 -0.65885 2.87013
H 2.74876 0.61809 1.25352
H 2.51409 -1.05700 0.98390
H 1.50512 -0.32488 2.16383
H 4.04798 -1.60365 2.62355
H 4.35125 0.09784 2.92303
H 3.07477 -0.80975 3.83171
*
```

***

*S*
2 unconnected molecules or ions with the total composition C9H14, computed with wB97M-V/def2-TZVPD.

Summary:
Kohn-Sham gap: 9.56 eV
SMILES: Cc1ccccc1.CC
E_HOMO: -8.633 eV

```
! wB97M-V def2-TZVPD RIJCOSX def2/J DEFGRID3
* xyz 0 1
C -0.45788 -2.44944 0.27305
C 0.36265 -1.29768 0.27672
C 0.21830 -0.47182 -0.86519
C 1.11009 0.58207 -1.07339
C 2.10239 0.82661 -0.17175
C 2.30983 0.05777 1.00689
C 1.41977 -1.00598 1.25030
H -1.04533 -2.66063 -0.63546
H -1.14829 -2.67711 1.02459
H 0.26909 -3.31240 0.55115
H -0.61684 -0.61597 -1.59306
H 1.02366 1.21626 -1.91206
H 2.85502 1.56199 -0.31445
H 3.10469 0.36381 1.66016
H 1.39552 -1.47604 2.10048
C -2.18853 1.30381 -0.74784
C -3.17249 2.06656 0.13972
H -2.65531 0.40246 -1.11664
H -1.68273 2.02777 -1.43231
H -1.50723 0.84868 -0.05374
H -4.03413 1.35040 0.52506
H -3.58378 2.90566 -0.29097
H -2.59913 2.39378 0.95611
*
```

***

Least stable: *Q*